C9H24BrMgO3 as an isolated structure in a non-equilibrium geometry, computed with ωB97M-V/def2-TZVPD.

**E**: -3356.3805 Eh
**Multiplicity**: 2
**Charge**: +2
**Largest force on an atom**: 2.44 eV/Å
**LUMO level (alpha / beta)**: -10.714 / -11.463 eV

Cartesian coordinates (Å):
Mg 0.956 4.282 -0.918
H 1.518 -1.176 -2.315
C -2.246 1.441 -3.512
H 0.370 1.170 2.341
H 0.873 -2.720 -2.546
H -2.052 2.502 -3.357
H -4.102 -1.268 -2.006
H -4.066 1.316 -2.397
C 2.307 -2.356 0.010
O 0.297 -0.881 0.140
H 0.765 -0.141 -0.254
H -1.309 0.930 -3.730
H 1.876 2.308 5.163
H 1.388 -1.365 3.210
H 2.304 -2.564 1.080
H 2.689 -3.188 -0.581
H 0.244 -2.982 -0.186
O -2.489 0.869 -1.160
C 1.089 0.639 4.021
H -1.863 1.596 -1.199
C 0.828 -2.085 -0.391
H -2.754 1.410 -4.476
H 2.665 2.086 3.631
C 1.954 -0.439 3.316
Br 0.194 2.291 -0.015
C 1.702 1.993 4.134
H 2.918 -0.641 3.783
O 0.010 0.771 3.137
H 2.180 -0.100 2.305
C 0.730 -1.828 -1.936
H 2.959 -1.487 -0.082
H 0.679 0.345 4.987
C -3.549 -0.746 -2.786
H -4.135 -0.799 -3.704
H 1.095 2.821 3.768
C -3.131 0.756 -2.425
H -2.651 -1.358 -2.867
H -0.242 -1.402 -2.184